No. 1
Entry from the OMol25 dataset: C3H7N3O as an isolated structure in a non-equilibrium geometry (ωB97M-V with the def2-TZVPD basis set).

## Properties
- LUMO (alpha / beta): -0.377 / -0.379 eV
- E_tot: -9735.69630 eV
- Energy relative to the best compared isomer or geometry (same formula, charge and spin): 7.3370 eV

Geometry as ORCA input:
```
! RIJCOSX wB97M-V def2-TZVPD def2/J DEFGRID3
* xyz 0 1
N -0.975 0.311 -0.793
C 0.111 -0.847 0.055
C 0.335 0.564 0.480
N -2.297 0.059 -0.364
N 1.381 -1.125 -0.546
C 1.194 1.451 0.913
O -0.435 -1.596 0.900
H -0.900 1.233 -1.218
H -2.304 0.004 0.661
H -2.562 -0.877 -0.666
H 1.795 -1.986 -0.214
H 1.556 -0.837 -1.501
H 0.834 2.289 1.504
H 2.266 1.356 0.790
*
```

***

No. 2
Entry from the OMol25 dataset: C40H46BrF2FeN4OP2 as an isolated structure in a non-equilibrium geometry (ωB97M-V with the def2-TZVPD basis set).

## Properties
- LUMO (alpha / beta): 2.154 / 0.730 eV
- E_tot: -178673.97739 eV

Geometry as ORCA input:
```
! RIJCOSX wB97M-V def2-TZVPD def2/J DEFGRID3
* xyz -1 5
Fe 0.339 1.211 0.634
C -2.964 1.025 3.445
C -2.863 -0.075 2.393
C -3.814 0.063 1.172
P -1.115 -0.314 1.792
C -1.240 -2.029 1.122
C 0.102 -2.571 0.595
C -2.115 -2.911 2.000
C -0.044 -0.548 3.250
C -0.395 -1.241 4.397
C 0.504 -1.222 5.532
C 1.767 -0.665 5.427
C 2.193 -0.083 4.248
C 1.275 -0.001 3.142
N 1.704 0.533 1.957
C 2.913 0.302 1.468
C 3.626 -0.901 1.649
C 4.866 -1.078 1.107
C 5.321 -0.114 0.159
C 4.675 1.071 0.001
C 3.462 1.284 0.629
P 2.289 2.626 0.384
C 3.010 3.799 1.657
C 2.978 3.269 3.094
C 2.486 5.245 1.537
C 2.576 3.214 -1.311
C 3.852 4.004 -1.614
C 1.401 4.045 -1.988
H -2.242 0.888 4.251
H -3.999 0.986 3.821
H -2.781 1.981 2.991
H -3.048 -0.955 3.031
H -3.596 0.890 0.482
H -4.859 0.162 1.538
H -3.796 -0.782 0.512
H -1.841 -1.871 0.203
H 0.111 -2.537 -0.472
H 0.350 -3.569 0.906
H 0.895 -1.874 0.868
H -1.961 -2.686 3.034
H -1.803 -3.976 1.964
H -3.154 -2.833 1.689
H -1.479 -1.570 4.570
H 0.132 -1.582 6.460
H 2.335 -0.678 6.377
H 3.177 0.356 4.154
H 3.127 -1.647 2.311
H 5.411 -2.021 1.288
H 6.223 -0.312 -0.436
H 5.097 1.846 -0.629
H 4.061 3.740 1.330
H 1.911 3.081 3.348
H 3.308 4.076 3.761
H 3.508 2.319 3.279
H 1.667 5.396 0.815
H 3.241 5.934 1.155
H 2.082 5.562 2.507
H 2.565 2.290 -1.892
H 3.647 4.894 -2.164
H 4.595 3.434 -2.256
H 4.415 4.173 -0.683
H 1.532 5.138 -1.815
H 0.375 3.790 -1.623
H 1.406 3.951 -3.058
Br -6.731 -7.025 -5.366
C -5.302 -5.813 -5.246
C -5.449 -4.763 -4.322
C -4.435 -3.885 -4.087
C -3.198 -4.146 -4.740
C -3.058 -5.269 -5.611
C -4.121 -6.171 -5.840
N -1.993 -3.497 -4.663
N -2.096 -2.439 -3.932
C -1.008 -1.820 -3.518
C 0.273 -2.376 -3.582
C 1.326 -1.772 -3.044
C 1.181 -0.672 -2.138
O 2.152 -0.156 -1.534
C -0.186 -0.044 -2.063
N -0.385 1.139 -1.339
C -1.499 1.878 -1.690
C -2.491 1.491 -2.636
C -2.368 0.210 -3.184
C -1.201 -0.539 -2.869
H -6.463 -4.569 -3.885
H -4.496 -3.047 -3.327
H -2.075 -5.557 -5.938
H -3.924 -7.021 -6.493
H 0.368 -3.299 -4.181
H 2.340 -2.117 -3.231
H -1.724 2.781 -1.147
H -3.375 2.087 -2.720
H -3.102 -0.206 -3.844
F -0.979 4.230 1.020
C -0.862 2.932 1.469
F -0.693 3.148 2.849
H -1.828 2.376 1.336
*
```

***

No. 3
Entry from the OMol25 dataset: one molecule with the formula C4H12NP in a non-equilibrium geometry (ωB97M-V with the def2-TZVPD basis set).

## Properties
- SMILES: CCNP(C)C
- LUMO: 1.234 eV
- E_tot: -15120.08583 eV
- Energy relative to the best compared isomer or geometry (same formula, charge and spin): 1.7267 eV

Geometry as ORCA input:
```
! RIJCOSX wB97M-V def2-TZVPD def2/J DEFGRID3
* xyz 0 1
C -1.470 1.242 -1.895
C -1.240 -0.107 -1.279
N 0.221 -0.610 -0.752
P 0.581 0.370 0.602
C 2.387 -0.090 1.168
C -0.278 -0.683 1.904
H -0.875 1.985 -1.156
H -1.036 1.283 -2.918
H -2.529 1.567 -1.898
H -1.708 -0.115 -0.261
H -1.516 -0.964 -1.905
H 0.876 -0.560 -1.500
H 2.473 -0.858 1.937
H 2.897 0.775 1.328
H 2.743 -0.508 0.250
H -0.542 -0.038 2.752
H 0.211 -1.615 2.269
H -1.194 -1.073 1.354
*
```

***

No. 4
Entry from the OMol25 dataset: one molecule with the formula C27H28ClN3O6 in a non-equilibrium geometry (ωB97M-V with the def2-TZVPD basis set).

## Properties
- SMILES: COc1ccc(N(C(=O)CNC(=O)c2ccco2)[C@@H](C(=O)NC[C@@H]2CCCO2)c2ccccc2)cc1Cl
- LUMO: 0.560 eV
- E_tot: -57732.03700 eV

Geometry as ORCA input:
```
! RIJCOSX wB97M-V def2-TZVPD def2/J DEFGRID3
* xyz 0 1
C 2.466 -0.423 -4.341
O 1.760 -1.153 -3.367
C 1.307 -0.503 -2.268
C 1.442 0.860 -2.029
C 0.923 1.431 -0.880
C 0.260 0.647 0.051
N -0.224 1.221 1.257
C -1.529 1.366 1.568
O -1.894 1.684 2.690
C -2.578 1.123 0.493
N -2.190 1.313 -0.875
C -2.214 0.295 -1.771
O -2.618 -0.821 -1.504
C -1.695 0.649 -3.098
C -1.517 -0.141 -4.204
C -0.940 0.686 -5.191
C -0.807 1.916 -4.617
O -1.260 1.908 -3.356
C 0.756 1.304 2.361
C 0.872 -0.135 2.904
O 1.774 -0.900 2.642
N -0.185 -0.463 3.675
C -0.505 -1.844 3.953
C -1.896 -2.193 3.407
C -2.171 -3.711 3.403
C -2.181 -4.063 1.913
C -2.653 -2.748 1.302
O -1.990 -1.750 2.059
C 2.040 1.947 1.918
C 2.243 3.293 2.206
C 3.394 3.938 1.791
C 4.362 3.242 1.086
C 4.170 1.901 0.803
C 3.015 1.255 1.209
C 0.137 -0.722 -0.156
C 0.644 -1.283 -1.308
Cl 0.463 -2.965 -1.593
H 2.740 -1.148 -5.105
H 3.373 0.027 -3.925
H 1.840 0.357 -4.788
H 1.952 1.490 -2.739
H 1.031 2.492 -0.713
H -2.881 0.073 0.590
H -3.438 1.753 0.748
H -1.846 2.215 -1.166
H -1.766 -1.179 -4.280
H -0.666 0.407 -6.187
H -0.425 2.845 -4.994
H 0.284 1.931 3.127
H -0.944 0.202 3.766
H 0.264 -2.450 3.466
H -0.483 -2.031 5.032
H -2.651 -1.656 4.002
H -3.143 -3.920 3.850
H -1.409 -4.255 3.957
H -1.173 -4.291 1.565
H -2.837 -4.896 1.676
H -3.741 -2.641 1.417
H -2.391 -2.608 0.253
H 1.492 3.840 2.757
H 3.538 4.984 2.022
H 5.262 3.743 0.763
H 4.924 1.351 0.259
H 2.883 0.207 0.998
H -0.368 -1.331 0.576
*
```

***

No. 5
Entry from the OMol25 dataset: C2H7N2O5Sn2 as an isolated structure in a non-equilibrium geometry (ωB97M-V with the def2-TZVPD basis set).

## Properties
- LUMO: -15.521 eV
- E_tot: -27024.51778 eV
- Energy relative to the best compared isomer or geometry (same formula, charge and spin): 3.1657 eV

Geometry as ORCA input:
```
! RIJCOSX wB97M-V def2-TZVPD def2/J DEFGRID3
* xyz 3 1
Sn -12.593 6.591 3.426
Sn -10.207 2.857 2.236
O -10.772 4.652 4.288
H -10.906 4.071 5.055
C -8.101 4.367 6.995
N -7.493 4.403 8.342
O -7.730 5.321 9.091
O -6.977 3.362 8.697
H -9.155 4.106 7.028
H -7.533 3.700 6.356
H -8.054 5.395 6.626
C -7.736 6.345 3.582
N -6.987 5.081 3.903
O -5.907 5.154 4.355
O -7.606 4.019 3.659
H -8.608 6.106 2.984
H -7.058 6.970 3.008
H -8.039 6.636 4.586
*
```

***

No. 6
Entry from the OMol25 dataset: C23H25MnN9O4S as an isolated structure (ωB97M-V with the def2-TZVPD basis set).

## Properties
- LUMO (alpha / beta): -0.325 / -0.325 eV
- E_tot: -88014.84361 eV

Geometry as ORCA input:
```
! RIJCOSX wB97M-V def2-TZVPD def2/J DEFGRID3
* xyz 0 2
Mn 0.008 0.101 0.122
N 0.188 -1.495 1.525
C -1.009 -2.347 1.530
C -1.463 -2.839 2.912
C -1.473 -1.825 4.067
C -2.247 -0.506 3.890
N -3.479 -0.596 3.107
C -4.511 -1.376 3.372
N -4.729 -1.799 4.626
N -5.325 -1.715 2.372
C -2.161 -1.628 0.802
O -3.249 -2.217 0.726
O -1.928 -0.451 0.391
H 1.044 -2.035 1.547
H 0.201 -0.866 2.327
H -0.794 -3.221 0.910
H -0.814 -3.658 3.229
H -2.456 -3.271 2.774
H -0.451 -1.530 4.324
H -1.839 -2.363 4.945
H -1.637 0.232 3.378
H -2.458 -0.073 4.871
H -3.417 -0.277 2.148
H -4.256 -1.353 5.392
H -5.514 -2.387 4.836
H -4.860 -1.801 1.460
H -6.127 -2.291 2.554
O 2.554 1.428 3.337
S 1.481 1.630 2.396
O 0.136 1.252 2.814
N 1.693 0.842 1.029
C 2.901 0.578 0.422
C 4.166 0.971 0.804
C 5.289 0.604 0.038
C 5.181 -0.146 -1.099
C 3.901 -0.571 -1.525
C 3.679 -1.333 -2.694
C 2.408 -1.686 -3.044
C 1.339 -1.288 -2.221
N 1.509 -0.592 -1.122
C 2.772 -0.215 -0.764
C 1.424 3.351 2.004
C 0.257 3.894 1.481
C 0.232 5.233 1.128
C 1.369 6.014 1.298
C 2.528 5.465 1.827
C 2.561 4.125 2.186
H 4.300 1.549 1.706
H 6.266 0.935 0.368
H 6.052 -0.414 -1.683
H 4.526 -1.620 -3.306
H 2.205 -2.257 -3.939
H 0.317 -1.539 -2.480
H -0.619 3.272 1.357
H -0.672 5.663 0.716
H 1.346 7.059 1.016
H 3.408 6.079 1.965
H 3.446 3.685 2.624
N -0.512 1.559 -1.089
C -0.696 2.655 -1.451
N -0.831 3.836 -1.922
C -1.806 4.613 -1.477
N -2.621 5.361 -1.134
*
```

***

Question: Which value of E_tot does entry 6 give?
Answer: -88014.84361 eV